# 1
DFT (the ωB97M-V functional and the def2-TZVPD basis) results for a molecular structure, C33H35CoN4O6PS3 in a non-equilibrium geometry.

Multiplicity: 2
Total energy (eV): -132458.3611
HOMO (spin up / spin down) (eV): -7.6 / -7.7
Lowest unoccupied orbital energy (spin up / spin down) (eV): 0.4304 / 0.4303
Relative energy (zero: lowest compared OMol25 entry of this formula, charge and spin) (kJ/mol): 37.6
Net charge: 0

Each line ends with the Mulliken charge.
CARTESIAN COORDINATES (ANGSTROEM)
Co1 -0.4921 0.1760 -1.3159  0.216
O1 3.6634 -1.0173 -1.5524  -0.775
C1 4.1800 0.2252 -1.6661  0.205
C2 5.5704 0.3383 -1.6784  -0.652
C3 6.1684 1.5784 -1.7825  -0.332
C4 5.3935 2.7346 -1.8728  -0.838
C5 4.0176 2.6242 -1.8563  -0.457
C6 3.3895 1.3814 -1.7552  0.316
C7 1.9115 1.3040 -1.6756  0.603
O2 1.3824 0.1150 -1.6159  -0.489
N1 1.2323 2.4076 -1.6219  -0.565
N2 -0.1472 2.1510 -1.4508  0.259
C8 -0.8114 3.2432 -1.3676  0.103
S1 0.0549 4.7805 -1.4458  0.016
C9 -1.4493 5.7664 -1.6539  -0.622
C10 -2.5579 5.1325 -0.8431  -0.650
S2 -2.5474 3.3589 -1.1601  0.106
H1 2.6864 -0.9118 -1.5589  0.401
H2 6.1577 -0.5688 -1.6031  0.419
H3 7.2497 1.6479 -1.7957  0.393
H4 5.8640 3.7062 -1.9500  0.422
H5 3.3880 3.5038 -1.9168  0.491
H6 -1.7047 5.7787 -2.7133  0.301
H7 -1.2262 6.7804 -1.3228  0.394
H8 -3.5422 5.4965 -1.1429  0.404
H9 -2.4231 5.3014 0.2259  0.270
O3 -4.7210 0.3917 -0.4529  -0.820
S3 -3.4057 -0.0024 -0.0394  1.487
O4 -3.1997 -1.3771 0.3219  -0.657
O5 -2.3336 0.3535 -1.0816  -0.488
C11 -2.9502 1.0000 1.3433  0.117
C12 -3.9794 1.6839 1.9760  -0.770
C13 -3.7085 2.4446 3.1025  -0.799
C14 -2.4181 2.4995 3.6075  -0.806
C15 -1.3992 1.7877 2.9913  -0.538
C16 -1.6426 1.0304 1.8496  -0.046
P1 -0.3515 0.0002 1.0618  3.398
C17 1.2258 0.8065 1.5397  -0.076
C18 1.3588 2.1938 1.5318  -0.199
C19 2.5917 2.7895 1.7632  -1.052
C20 3.7148 2.0068 1.9839  -0.585
C21 3.6015 0.6232 1.9593  -0.818
C22 2.3690 0.0285 1.7326  -0.865
C23 -0.3188 -1.5032 2.1118  -0.035
C24 0.1627 -1.4779 3.4223  -0.312
C25 0.1858 -2.6345 4.1852  -0.822
C26 -0.2781 -3.8317 3.6489  -0.747
C27 -0.7840 -3.8599 2.3587  -1.034
C28 -0.8078 -2.6976 1.5960  0.162
H10 -4.9766 1.6291 1.5573  0.589
H11 -4.5063 2.9965 3.5843  0.418
H12 -2.2030 3.0870 4.4921  0.450
H13 -0.4036 1.8161 3.4136  0.404
H14 0.4996 2.8232 1.3314  0.501
H15 2.6730 3.8698 1.7474  0.423
H16 4.6795 2.4715 2.1514  0.434
H17 4.4769 0.0019 2.1034  0.444
H18 2.3029 -1.0525 1.6945  0.316
H19 0.5289 -0.5504 3.8473  0.374
H20 0.5654 -2.6036 5.1992  0.435
H21 -0.2500 -4.7381 4.2424  0.397
H22 -1.1686 -4.7851 1.9444  0.474
H23 -1.2424 -2.7104 0.6052  0.397
C29 -0.6611 -5.2683 -2.2375  -1.384
N3 -0.3370 -3.9167 -1.8091  0.509
C30 1.0601 -3.6414 -1.4738  -1.005
C31 -1.1415 -2.8461 -2.0242  0.269
O6 -0.6278 -1.7175 -2.0219  -0.481
N4 -2.4593 -3.0774 -2.3147  0.255
C32 -3.2692 -3.9357 -1.4476  -0.913
C33 -3.2179 -1.9748 -2.9004  -0.907
H24 0.1649 -5.6593 -2.8322  0.438
H25 -1.5527 -5.2598 -2.8578  0.429
H26 -0.8193 -5.9397 -1.3903  0.337
H27 1.5589 -4.5899 -1.2861  0.520
H28 1.1346 -3.0268 -0.5802  0.056
H29 1.5641 -3.1192 -2.2894  0.376
H30 -2.6774 -4.7374 -1.0153  0.260
H31 -4.0765 -4.3737 -2.0358  0.378
H32 -3.6975 -3.3498 -0.6330  0.225
H33 -2.5706 -1.3853 -3.5420  0.292
H34 -3.6498 -1.3193 -2.1453  0.278
H35 -4.0208 -2.4063 -3.4989  0.371

Cartesian forces, eV/Å:
Co 0.24 -0.18 0.41
O 0.08 0.01 0.00
C -0.01 -0.06 0.03
C 0.06 0.04 -0.01
C -0.02 0.01 0.00
C 0.01 -0.04 0.01
C 0.02 0.05 0.00
C -0.10 0.00 0.03
C 0.25 -0.02 0.11
O -0.41 0.07 -0.12
N -0.29 -0.16 0.01
N 0.44 -0.19 0.00
C 0.00 0.30 0.04
S -0.08 -0.09 -0.03
C 0.02 -0.02 -0.01
C -0.02 0.12 0.12
S 0.06 -0.45 -0.19
H -0.03 0.01 0.00
H -0.03 0.03 -0.01
H -0.02 0.00 0.01
H -0.01 -0.02 -0.01
H 0.03 -0.04 0.01
H -0.03 0.07 0.01
H -0.04 0.00 0.00
H 0.05 0.01 0.04
H 0.02 0.06 -0.02
O 0.15 0.05 -0.12
S 2.05 0.56 -1.44
O -0.23 -0.60 0.63
O -2.42 0.57 0.36
C -0.18 0.01 0.55
C 0.10 0.12 -0.08
C -0.01 0.08 0.03
C -0.04 0.00 0.01
C -0.03 -0.03 0.04
C -0.25 -0.17 -0.07
P 0.75 0.02 0.30
C -0.06 0.04 -0.08
C 0.03 0.05 0.00
C -0.03 0.00 -0.05
C 0.02 0.00 -0.02
C -0.02 0.00 -0.04
C 0.01 -0.01 -0.04
C -0.15 0.02 0.01
C -0.04 0.02 0.01
C -0.02 -0.01 -0.04
C 0.00 0.02 0.01
C 0.02 0.03 0.00
C 0.00 -0.09 -0.08
H 0.06 0.00 0.04
H 0.01 -0.03 0.00
H -0.01 -0.02 -0.03
H 0.01 0.02 -0.03
H 0.00 -0.01 0.00
H 0.00 -0.03 0.00
H -0.05 -0.02 -0.01
H -0.02 0.01 -0.02
H 0.00 0.02 0.03
H 0.02 -0.03 -0.02
H 0.00 0.00 -0.03
H -0.01 0.04 -0.02
H 0.02 0.05 0.01
H 0.08 0.00 0.02
C 0.08 0.11 -0.08
N 0.06 -0.12 0.16
C -0.13 -0.04 -0.08
C -0.07 -0.25 -0.06
O 0.22 0.29 -0.12
N -0.10 0.14 0.17
C 0.02 -0.03 -0.03
C -0.03 -0.10 0.03
H 0.02 -0.01 -0.02
H 0.02 0.00 -0.01
H 0.00 0.01 0.02
H -0.01 0.02 0.02
H -0.05 0.06 0.07
H 0.01 -0.04 0.00
H -0.02 0.02 -0.02
H 0.02 -0.05 -0.02
H -0.02 0.03 -0.05
H 0.02 0.02 -0.02
H -0.01 -0.19 -0.21
H 0.00 -0.01 -0.03

# 2
DFT (the ωB97M-V functional and the def2-TZVPD basis) results for a molecular structure, C33H35CoO2Si in a non-equilibrium geometry.

Multiplicity: 5
Total energy (eV): -84385.7142
HOMO (spin up / spin down) (eV): 3.1 / -1.5
Lowest unoccupied orbital energy (spin up / spin down) (eV): 4.3669 / 4.2911
Net charge: -2

Each line ends with the Mulliken charge.
CARTESIAN COORDINATES (ANGSTROEM)
Co1 0.1815 1.0051 -0.7053  1.597
C1 2.2460 0.9701 -0.1085  -0.415
C2 2.5817 0.1169 -1.2056  -1.156
C3 2.4682 0.8687 -2.4008  -0.250
H1 2.8883 -0.9255 -1.1175  0.390
C4 1.9849 2.1606 -2.0899  -0.732
C5 1.8111 2.2532 -0.6653  -1.124
H2 1.6146 3.1447 -0.0725  0.491
H3 2.5034 0.7960 0.9281  1.126
H4 2.8484 0.5443 -3.3619  0.662
H5 1.8753 2.9875 -2.7874  0.406
C6 -2.1624 0.9835 -0.6371  0.418
C7 -1.4439 2.1715 -0.1968  -0.631
C8 -1.0375 2.8693 -1.4032  -1.641
H6 -1.4337 2.5660 0.8161  0.846
C9 -1.5652 2.1686 -2.5155  -0.065
C10 -2.2179 0.9957 -2.0505  -0.640
H7 -2.7602 0.2721 -2.6511  0.377
H8 -2.6341 0.2453 0.0002  -0.069
H9 -0.5366 3.8356 -1.4328  0.437
H10 -1.5963 2.5382 -3.5350  0.867
O1 0.0214 -0.1438 -3.5290  -0.018
C11 -0.0535 0.1690 -4.9548  1.880
C12 0.6410 -1.1635 -5.3361  -1.022
C13 0.7160 1.4246 -5.2821  -1.646
C14 -1.5004 0.2272 -5.4034  -1.920
C15 0.5795 -1.4579 -3.8383  -0.670
H11 1.6582 -1.0356 -5.7194  0.310
H12 0.0265 -1.8249 -5.9539  0.380
H13 -0.1252 -2.2559 -3.5662  0.256
H14 1.5571 -1.6013 -3.3613  0.204
H15 0.6659 1.6118 -6.3614  0.538
H16 1.7662 1.3345 -4.9925  0.309
H17 0.2749 2.2776 -4.7554  0.083
H18 -1.5609 0.0329 -6.4815  0.497
H19 -1.9116 1.2215 -5.2063  0.296
H20 -2.0991 -0.5235 -4.8739  0.333
O2 -0.1451 -0.5420 0.2184  0.249
Si1 -0.1773 -0.6723 1.8303  -6.513
C16 1.4309 -1.4631 2.3639  1.376
C17 1.8296 -2.6261 1.6895  -0.386
C18 2.9831 -3.3218 2.0766  -0.813
C19 3.7844 -2.8275 3.1126  0.211
C20 3.4225 -1.6368 3.7536  -0.925
C21 2.2376 -0.9711 3.3980  0.144
C22 -0.3483 0.9168 2.8481  2.293
C23 -1.4078 1.0461 3.7569  -0.298
C24 -1.5653 2.1951 4.5418  -1.042
C25 -0.6161 3.2208 4.4860  -0.059
C26 0.4773 3.0879 3.6197  -1.125
C27 0.6094 1.9435 2.8233  0.305
C28 -1.6090 -1.7727 2.3568  2.558
C29 -2.9413 -1.3434 2.2278  -0.471
C30 -4.0041 -2.1205 2.7103  -1.976
C31 -3.7447 -3.3481 3.3349  0.571
C32 -2.4251 -3.8048 3.4333  -1.253
C33 -1.3674 -3.0199 2.9446  -0.107
H21 1.2294 -3.0044 0.8570  0.269
H22 3.2492 -4.2478 1.5635  0.149
H23 4.6826 -3.3673 3.4184  0.405
H24 4.0578 -1.2211 4.5376  0.190
H25 1.9378 -0.0685 3.9352  0.289
H26 -2.1237 0.2290 3.8635  0.379
H27 -2.4330 2.2766 5.2003  0.032
H28 -0.7215 4.1096 5.1099  0.366
H29 1.2381 3.8679 3.5604  0.280
H30 1.4948 1.8467 2.1892  0.139
H31 -3.1580 -0.3665 1.7869  0.589
H32 -5.0287 -1.7587 2.5993  0.094
H33 -4.5684 -3.9450 3.7323  0.884
H34 -2.2116 -4.7743 3.8901  0.250
H35 -0.3399 -3.3764 3.0376  0.246

Cartesian forces, eV/Å:
Co 0.01 -0.71 -0.61
C 0.81 0.98 -1.27
C 0.18 0.76 0.47
C 0.24 0.63 0.66
H -0.07 0.33 0.00
C 0.78 -0.21 0.31
C 1.92 -0.65 0.11
H 0.03 -0.18 -0.27
H -0.46 -0.29 -0.13
H -0.45 -0.10 -0.03
H -0.25 -0.26 0.11
C -0.40 1.46 -0.53
C -1.22 -0.01 -1.06
C -1.47 -0.07 0.11
H 0.28 -0.18 -0.21
C -0.32 0.30 0.53
C -0.27 0.69 0.78
H 0.32 0.03 0.06
H 0.31 0.12 -0.22
H -0.06 -0.32 0.01
H 0.38 -0.16 0.11
O 0.45 -1.06 -0.85
C 0.04 -0.29 0.25
C -0.22 0.29 0.26
C 0.00 0.23 -0.19
C -0.13 0.19 -0.20
C -0.11 0.29 0.39
H -0.24 -0.12 -0.10
H 0.28 0.10 -0.08
H 0.26 0.14 0.12
H -0.33 -0.03 0.11
H -0.01 0.01 0.02
H -0.21 0.03 -0.01
H 0.14 -0.14 -0.04
H -0.02 0.06 0.07
H -0.13 -0.21 0.03
H 0.15 0.15 -0.11
O -0.22 -1.38 1.77
Si -0.15 -0.14 -1.24
C 0.26 -0.13 0.24
C 0.56 -0.19 0.25
C -0.25 0.23 0.04
C -0.26 0.28 -0.11
C -0.24 -0.03 -0.13
C 0.37 -0.55 -0.04
C 0.01 0.06 0.41
C -0.01 0.36 0.12
C 0.24 0.00 0.00
C -0.07 -0.29 -0.36
C -0.09 -0.33 0.01
C -0.07 0.36 0.16
C -0.05 -0.12 0.23
C -0.34 -0.44 0.20
C 0.44 0.04 0.03
C 0.34 0.12 -0.26
C -0.05 0.22 -0.17
C -0.58 -0.13 0.24
H 0.13 0.13 0.27
H 0.00 0.24 0.13
H -0.20 0.16 -0.09
H -0.15 -0.16 -0.14
H 0.13 -0.26 -0.14
H 0.15 0.39 -0.03
H 0.30 -0.01 -0.11
H 0.00 -0.19 -0.17
H -0.19 -0.16 0.08
H -0.41 0.15 0.17
H 0.04 -0.33 0.15
H 0.27 -0.13 0.07
H 0.24 0.15 -0.12
H -0.09 0.30 -0.09
H -0.31 0.03 0.05

# 3
DFT (the ωB97M-V functional and the def2-TZVPD basis) results for a molecular structure, C33H35F4MgN5O4S2Se.

Total energy (eV): -153760.3601
HOMO (eV): -6.4
Lowest unoccupied orbital energy (eV): -0.9963
Relative energy (zero: lowest compared OMol25 entry of this formula, charge and spin) (kJ/mol): 68.3
Net charge: 0

Each line ends with the Mulliken charge.
CARTESIAN COORDINATES (ANGSTROEM)
Mg1 -0.1312 0.7185 -1.5134  3.545
C1 -2.8797 -0.1196 -3.3246  -0.925
N1 -1.4231 -0.0594 -3.3587  0.469
C2 -1.0224 0.7956 -4.4858  -1.660
C3 -0.8637 -1.4080 -3.5323  -0.827
C4 0.6629 -1.4083 -3.5676  -1.278
N2 1.1531 -0.5426 -2.5174  0.318
C5 2.4617 -0.4907 -2.2432  -0.052
C6 2.8675 0.3465 -1.1833  -0.493
F1 1.8656 1.0286 -0.5399  0.236
C7 4.1494 0.4837 -0.7349  0.131
F2 4.3882 1.2952 0.3160  -0.349
C8 5.1934 -0.2045 -1.3322  -0.904
C9 4.8448 -1.0207 -2.3911  0.202
F3 5.8105 -1.7128 -3.0238  -0.356
C10 3.5480 -1.1671 -2.8422  0.859
F4 3.3425 -2.0026 -3.8905  -0.363
H1 -3.2847 -0.5346 -4.2591  0.424
H2 -3.2764 0.8855 -3.1900  0.121
H3 -3.2137 -0.7417 -2.4951  0.163
H4 -1.3221 0.3384 -5.4398  0.340
H5 0.0538 0.9530 -4.4780  0.363
H6 -1.5030 1.7668 -4.3852  0.456
H7 -1.2585 -1.8697 -4.4513  0.472
H8 -1.2118 -2.0187 -2.6955  0.182
H9 1.0017 -1.0971 -4.5639  0.427
H10 0.9892 -2.4487 -3.4510  0.549
H11 6.2151 -0.1002 -1.0028  0.517
O1 -0.9497 -0.5069 -0.0733  -1.307
S1 -1.9757 -1.6064 -0.0724  0.276
C11 -1.0914 -3.1887 0.1570  -0.265
C12 -1.0083 -3.8043 1.5469  -1.347
C13 -0.0193 -3.1608 2.5195  0.399
C14 1.4305 -3.6127 2.3469  -1.126
S2 2.4977 -2.3775 1.5469  -0.197
O2 1.7267 -1.9167 0.3611  -0.084
C15 2.3136 -1.1205 2.8115  0.266
C16 3.0958 -1.1976 3.9560  -0.650
C17 2.9516 -0.2336 4.9400  -0.627
C18 2.0395 0.8010 4.7662  -0.712
C19 1.2812 0.8759 3.6078  -1.076
C20 1.4187 -0.0844 2.6120  0.417
C21 -2.8402 -1.4031 1.4722  0.403
C22 -3.9957 -2.1378 1.7011  -0.450
C23 -4.6883 -1.9527 2.8873  -0.684
C24 -4.2326 -1.0286 3.8194  -0.592
C25 -3.0878 -0.2859 3.5667  -1.168
C26 -2.3828 -0.4684 2.3851  -0.061
H12 -0.1086 -2.9574 -0.2626  -0.010
H13 -1.6178 -3.8624 -0.5239  0.717
H14 -0.7428 -4.8571 1.4109  0.675
H15 -2.0018 -3.8088 1.9968  0.271
H16 -0.3304 -3.4145 3.5346  0.604
H17 -0.0845 -2.0732 2.4501  -0.572
H18 1.5090 -4.4864 1.6948  0.514
H19 1.8981 -3.8687 3.2991  0.454
H20 3.8179 -1.9986 4.0724  0.489
H21 3.5533 -0.2831 5.8382  0.390
H22 1.9295 1.5556 5.5343  0.418
H23 0.5799 1.6898 3.4757  0.504
H24 0.8481 -0.0472 1.6894  0.645
H25 -4.3553 -2.8423 0.9592  0.498
H26 -5.5896 -2.5200 3.0790  0.429
H27 -4.7798 -0.8802 4.7412  0.413
H28 -2.7425 0.4432 4.2881  0.498
H29 -1.4983 0.1126 2.1515  0.235
Se1 -4.0874 2.9694 -0.9416  0.220
N3 -3.5233 4.3758 -0.0259  -0.911
C27 -2.3039 4.0840 0.3730  0.763
C28 -1.4400 4.9516 1.1063  -0.652
C29 -0.1987 4.4969 1.3886  -1.145
C30 0.2145 3.1921 0.9514  -0.693
N4 -0.5336 2.3545 0.3003  0.481
C31 -1.8087 2.7812 0.0067  0.063
N5 -2.6195 2.0209 -0.6898  0.073
H30 -1.7857 5.9357 1.3927  0.457
H31 0.5163 5.1079 1.9225  0.481
H32 1.2391 2.8797 1.1316  0.739
C32 1.4517 4.2973 -3.5749  -0.820
O3 1.2311 3.0114 -2.9967  -0.080
C33 -0.0173 2.7902 -2.4186  -0.208
O4 -0.8136 3.7208 -2.4561  -0.646
H33 2.4684 4.2891 -3.9625  0.189
H34 1.3401 5.0908 -2.8335  0.261
H35 0.7454 4.4946 -4.3833  0.271

Cartesian forces, eV/Å:
Mg -0.09 0.43 -0.29
C -0.01 -0.04 0.06
N 0.12 0.03 -0.08
C -0.01 -0.03 0.00
C 0.05 0.02 -0.04
C -0.04 0.02 0.04
N -0.08 -0.11 0.02
C 0.07 -0.06 -0.03
C 0.02 0.07 0.03
F 0.00 -0.03 0.10
C -0.01 -0.03 -0.02
F 0.01 0.01 0.02
C 0.00 0.01 0.01
C -0.02 0.01 0.03
F 0.03 -0.03 -0.02
C -0.01 0.02 0.02
F -0.01 -0.02 -0.02
H 0.00 0.00 0.00
H -0.01 0.01 0.00
H -0.01 -0.01 0.01
H 0.00 0.00 0.00
H 0.00 -0.01 0.00
H 0.00 0.00 0.00
H 0.01 0.01 0.00
H -0.02 -0.02 0.07
H 0.01 0.02 0.00
H -0.01 0.01 -0.01
H 0.00 0.00 -0.01
O 0.08 -0.05 0.02
S -0.05 0.14 -0.02
C -0.08 -0.06 -0.02
C 0.01 -0.04 -0.02
C -0.13 0.03 0.05
C 0.06 -0.07 -0.07
S -0.04 0.00 0.01
O -0.01 -0.06 0.05
C 0.13 0.00 -0.03
C -0.01 0.00 -0.01
C -0.02 0.01 0.03
C 0.02 -0.02 0.03
C -0.02 0.00 -0.06
C -0.02 0.06 0.02
C 0.00 -0.03 0.00
C 0.00 0.01 -0.01
C -0.01 0.00 0.00
C 0.00 -0.01 0.01
C 0.01 0.00 0.00
C 0.01 0.04 -0.02
H 0.06 0.03 0.01
H 0.04 -0.01 0.01
H -0.01 -0.01 0.00
H 0.00 -0.01 0.02
H -0.02 0.02 0.00
H -0.02 -0.05 -0.01
H 0.00 0.00 0.03
H 0.06 0.03 -0.02
H -0.01 0.01 0.00
H 0.00 0.01 -0.01
H 0.00 0.00 0.00
H -0.03 0.03 -0.02
H 0.05 0.03 -0.02
H 0.01 0.01 0.00
H 0.01 0.00 0.00
H 0.00 0.00 -0.01
H 0.00 -0.01 0.00
H -0.04 -0.01 0.01
Se -0.01 0.01 0.00
N -0.01 0.02 -0.02
C -0.01 -0.06 -0.03
C 0.03 0.04 0.03
C 0.01 -0.01 -0.01
C 0.04 -0.06 -0.12
N -0.15 -0.03 0.18
C 0.18 0.02 0.04
N -0.08 -0.17 0.06
H 0.01 0.00 0.00
H -0.01 0.00 0.00
H -0.02 -0.03 0.05
C -0.03 0.00 0.01
O -0.05 0.03 -0.02
C 0.04 -0.16 0.01
O 0.04 0.08 0.00
H 0.00 -0.01 0.01
H 0.00 -0.02 0.00
H 0.00 -0.01 0.00